No. 1
The following is a quantum chemistry calculation of a 3-piece molecular cluster, C4H7NO3S overall, from the Open Molecules 2025 dataset.

Its expectation value of S² is 2.006. The net charge is -2. The gap between HOMO and LUMO (spin up / spin down) is 3.21 / 1.06 eV. As for the multiplicity: 3. The HOMO energy (spin up / spin down) is 1.42 / 1.42 eV.

XYZ file:
```
16
Properties=species:S:1:pos:R:3:forces:R:3
H 1.0017 -0.1713 -0.4234 -1.40 0.13 -0.46
C -0.1205 -0.2678 -0.4692 4.54 -3.32 4.07
O 0.8591 3.6433 -2.7358 0.27 0.60 0.62
C -0.9307 0.3223 -1.4611 -2.97 0.99 -1.31
N 1.0548 2.7046 -0.1052 0.44 0.54 -0.59
C -0.6623 -1.0707 0.7134 1.03 1.48 -0.76
C -0.0321 2.5360 0.3391 -0.21 0.24 1.74
O -1.0024 2.3996 1.0278 -0.30 -0.13 -0.71
O 3.1034 3.3775 -1.7098 0.97 1.29 0.39
H -0.5143 1.2033 -1.9088 -0.52 0.53 -0.43
H 0.0909 -1.8292 0.9707 -0.56 -0.36 -0.29
H -0.3969 -14.0643 6.7105 0.00 -0.04 0.02
H -1.9703 0.2383 -1.0775 0.27 0.69 -1.22
S 1.8033 2.8371 -1.9645 -1.12 -2.34 -1.33
H -0.6110 -0.4239 1.6184 -0.75 -0.15 -0.27
H -1.6728 -1.4348 0.4754 0.34 -0.14 0.54
```
Positions in Å, forces in eV/Å.

=====

No. 2
The following is a quantum chemistry calculation of one molecule with the formula C19H21ClFN3O4S, from the Open Molecules 2025 dataset.

The SMILES is COc1ccc(NC(=O)CN2CCN(S(=O)(=O)c3ccc(F)cc3)CC2)cc1Cl. The gap between HOMO and LUMO is 8.44 eV. The calculation puts the energy relative to the best compared isomer or geometry (same formula, charge and spin) at 35.3 kcal/mol. The HOMO energy is -8.03 eV.

XYZ file:
```
50
Properties=species:S:1:pos:R:3:forces:R:3
C 1.2105 -0.0218 -1.1305 -0.33 0.27 -0.54
H 7.8205 0.1501 1.4799 0.07 0.02 0.06
O 3.5751 0.7672 -2.4981 -0.13 -0.23 -0.13
C -3.5642 0.0037 0.3536 -0.57 -0.02 -0.12
S 3.6930 0.9059 -1.0787 0.31 -0.61 0.32
H 1.7480 -0.5862 1.4619 0.07 0.05 0.00
H -0.5361 3.4112 0.2290 -0.09 -0.08 0.03
C 6.0101 0.5055 0.3638 -0.06 0.09 -0.03
F 8.2409 -2.2953 0.7676 -0.09 0.06 -0.04
H 5.8731 1.5277 0.6797 0.04 0.11 0.08
H 1.1780 1.6422 2.3121 0.03 0.01 -0.03
C -3.4824 -1.3832 0.4742 -0.11 0.11 -0.04
C -5.9114 -0.2185 -0.1808 -0.02 -0.27 0.01
Cl -7.3573 0.6638 -0.5813 -0.08 0.15 -0.03
H -8.6212 -1.6051 0.1880 0.04 -0.07 -0.08
O -3.0685 2.9124 0.1370 -0.21 0.26 -0.07
C -2.2264 2.0999 0.4431 0.39 -0.16 0.12
H 1.9634 2.4161 0.9072 -0.12 -0.04 0.10
H -8.6522 -3.1857 -0.6273 0.01 0.08 0.00
H -1.5696 0.2498 0.8030 -0.08 0.18 -0.05
C 1.3935 1.5384 1.2459 0.15 -0.14 0.15
H -4.8663 1.6402 -0.0727 -0.04 0.01 -0.01
O 3.7919 2.2284 -0.5256 0.08 -0.10 0.20
H -4.5507 -3.2304 0.3585 0.01 -0.12 0.01
N -2.4155 0.7621 0.5717 0.28 -0.25 0.12
C 2.2435 0.2854 1.0220 0.03 0.32 0.55
C 5.0939 -0.0522 -0.5072 -0.46 0.47 -0.10
H -0.7661 2.7332 1.8491 0.01 0.02 -0.05
C -5.8451 -1.6081 -0.0641 0.26 0.06 0.06
C -0.7862 2.4938 0.7813 -0.01 0.05 -0.03
H 6.4294 -3.1359 -0.8654 0.02 -0.09 -0.03
O -6.8113 -2.5474 -0.2216 0.21 -0.01 0.06
C 7.2032 -1.5532 0.3451 -0.10 0.17 0.01
H 0.6449 -0.9015 -0.8078 0.05 0.04 -0.02
H 3.2242 0.4092 1.4833 -0.07 -0.06 0.21
C 5.2233 -1.3518 -0.9606 0.12 -0.10 0.00
N 2.4505 0.0088 -0.3826 0.74 0.39 -0.57
C -8.1397 -2.2253 -0.5708 -0.42 -0.07 -0.10
C -4.5989 -2.1569 0.2687 -0.16 0.12 -0.05
H -8.1964 -1.7299 -1.5424 -0.01 -0.05 0.10
H 4.4903 -1.7391 -1.6489 -0.06 -0.17 -0.09
N 0.1350 1.4003 0.5261 0.09 0.13 0.09
H -0.5546 1.1859 -1.4313 0.04 0.02 -0.04
H -2.5425 -1.8497 0.7294 0.12 -0.08 0.04
C 0.3974 1.2495 -0.9001 0.02 -0.29 -0.12
H 1.4740 -0.1202 -2.1831 -0.22 -0.09 0.01
C 6.2914 -2.1196 -0.5325 0.05 0.06 0.04
C 7.0840 -0.2511 0.8020 0.08 -0.24 -0.06
C -4.7870 0.5699 0.0256 0.25 0.08 0.05
H 0.9665 2.1074 -1.2951 -0.13 0.02 0.01
```
Positions in Å, forces in eV/Å.

=====

Number 1: F_max 6.94 eV/A. Number 2: F_max 1.01 eV/A.